120
Properties=species:S:1:pos:R:3:forces:R:3:lowdin_charge:R:1 method="wB97M-V/def2-TZVPD" de_lowest_kcal_mol=0.00 homo_energy_ha=-0.2626 homo_lumo_gap_ha=0.2707
H 3.1145 4.7021 0.9009 0.001 -0.004 -0.011 0.117
C 3.6743 0.6330 -6.4690 0.055 -0.039 0.025 -0.029
N 3.5905 0.8236 -2.8594 0.140 0.026 0.044 0.129
H -1.6884 -2.3819 6.1247 0.000 -0.003 -0.002 0.102
C -1.1904 -2.2455 4.0481 0.011 -0.012 0.004 -0.104
C -3.3600 -1.1937 -5.4148 -0.026 -0.056 0.076 0.034
C 3.2557 -0.9329 -4.5237 -0.035 0.065 -0.079 -0.073
C 2.7832 -0.0675 -5.6711 -0.148 0.033 0.109 -0.194
H 0.4648 -4.6105 2.2766 0.005 -0.012 -0.012 0.098
H 5.1830 3.3311 1.0896 0.006 0.011 0.001 0.118
H 1.4750 2.2363 -8.4951 0.000 0.000 0.000 0.117
C -1.8415 0.2084 -0.4507 0.008 -0.067 -0.220 -0.213
H 4.6176 3.2843 4.0862 0.005 0.002 -0.003 0.124
H 3.2927 -1.1702 2.1502 0.013 0.017 -0.004 0.114
C -2.7229 -0.8289 0.0023 -0.099 0.114 0.129 -0.244
C 3.2660 4.0185 1.7360 -0.026 -0.032 0.021 -0.188
C -4.3302 -1.8402 -4.6718 -0.054 -0.048 -0.060 -0.179
H -5.6226 0.1325 -1.5659 0.004 -0.004 -0.010 0.107
H 0.3647 -3.8916 -4.5084 0.009 -0.025 0.004 0.104
C 1.5689 -3.0004 -0.0111 -0.025 0.017 -0.001 -0.123
C 0.2039 -3.1130 0.2415 -0.034 -0.106 0.022 -0.374
C -2.1476 3.5685 2.0515 0.019 -0.013 -0.023 -0.031
C 1.5332 -5.0375 -1.2868 0.012 0.018 -0.044 -0.091
C -2.2931 -1.8806 0.8773 -0.047 -0.037 0.038 -0.330
H 5.8602 2.3815 3.2244 0.000 -0.004 -0.002 0.123
H 2.7342 -1.8905 -4.5214 0.020 -0.007 -0.018 0.126
H -4.0972 1.8881 -2.4086 -0.002 -0.010 0.008 0.103
C -0.0094 -4.1156 3.1138 -0.016 0.028 0.011 -0.079
N -0.4568 -2.3115 -3.3013 -0.033 -0.255 -0.055 0.095
C 0.9480 0.9045 -6.9041 -0.004 -0.158 0.068 -0.126
N 2.9685 -0.3135 -3.2413 0.014 0.044 -0.106 -0.118
H -3.6584 5.7713 0.0083 0.000 -0.004 0.006 0.105
N 3.9383 1.6414 2.9857 0.020 -0.042 -0.029 -0.039
C -2.9369 5.0521 0.3731 0.003 0.004 0.000 -0.080
H -1.5568 -4.2877 -0.1285 0.008 -0.009 0.002 0.099
C -4.9588 -1.8726 0.0491 -0.010 -0.034 0.024 -0.051
H 2.8075 4.4741 2.6248 0.001 0.005 0.010 0.125
C 3.2075 1.4575 -7.4849 0.033 0.013 -0.043 -0.060
H 5.0017 0.0041 3.7510 -0.001 -0.005 -0.002 0.124
H 1.3584 -1.4885 -2.4884 -0.035 0.100 0.014 0.086
C -0.4916 -4.1941 -0.3019 0.000 0.066 -0.009 -0.090
H 3.2953 -3.8585 -0.9504 0.005 -0.006 0.005 0.104
C -3.9334 -3.0089 -3.7935 0.008 0.083 0.025 -0.060
C -1.8684 4.6890 -0.4071 -0.007 0.001 0.009 -0.103
P -0.5479 -1.8968 1.3932 0.132 -0.101 -0.180 1.046
O -1.3138 0.2461 -6.3924 0.064 0.029 -0.081 0.113
H 5.2724 4.6701 2.2408 -0.005 0.005 0.018 0.115
H -2.3357 -1.5302 -5.3812 0.001 -0.008 -0.040 0.113
H 1.7055 2.8050 1.0119 0.072 0.020 -0.003 -0.011
H -0.6469 -4.6120 6.4057 -0.001 0.004 -0.003 0.100
H -6.9846 0.0592 -5.5747 0.013 -0.007 -0.007 0.106
H -6.4112 -1.8641 -4.1460 -0.008 -0.008 -0.027 0.116
H -1.6355 -1.2628 3.9331 0.000 0.001 -0.003 0.110
C -0.5082 -3.4175 -4.0899 -0.082 -0.027 0.000 -0.226
C -0.0257 -4.7383 4.3574 0.003 -0.001 -0.014 -0.083
C -3.7367 1.1216 -1.7313 0.028 0.008 -0.068 -0.084
N 2.1368 0.5779 1.8762 -0.053 -0.074 -0.082 0.010
H 3.0937 -1.1795 4.6338 0.012 0.001 0.001 0.115
C 0.1672 -5.1486 -1.0604 -0.043 0.004 -0.042 -0.086
C 4.8411 2.7721 3.1405 -0.023 0.030 0.027 -0.169
H 4.7390 0.5414 -6.2919 -0.002 0.002 0.003 0.115
H -1.7266 5.1021 -1.3955 0.000 -0.001 0.004 0.101
C -2.3846 1.1337 -1.3204 0.065 -0.076 -0.036 -0.185
C -3.6682 -0.0791 -6.1789 -0.043 0.168 0.007 -0.126
H 2.1172 -2.1524 0.3826 0.010 -0.004 0.013 0.073
H -4.1910 -3.9605 -4.2565 -0.011 0.000 0.014 0.133
H -2.8288 -3.6222 1.9825 0.001 0.001 -0.001 0.103
C -0.6322 -4.1231 5.4400 -0.006 -0.006 0.012 -0.093
C -4.9784 0.3781 -6.2508 -0.015 -0.029 -0.025 -0.012
H -4.4283 -2.9499 -2.8227 0.033 0.038 0.022 0.123
C -1.7274 -2.1026 -3.0194 -0.102 0.212 0.136 -0.135
C -0.5980 -2.8660 2.9446 -0.029 0.043 0.058 -0.387
H -5.1857 -3.6246 1.2420 0.000 0.005 -0.001 0.102
C -5.9616 -0.2925 -5.5364 0.012 0.051 -0.017 -0.062
C -0.4938 1.0313 -7.1271 -0.051 0.112 0.184 -0.290
C 1.4167 0.0743 -5.8879 0.032 0.003 -0.140 0.041
N 2.0035 0.2482 -1.3910 -0.033 -0.059 -0.012 -0.009
H 3.9112 1.9962 -8.1054 -0.002 0.007 0.007 0.107
C 1.8503 1.5964 -7.7078 -0.062 0.045 -0.002 -0.015
N 2.6481 2.7585 1.3928 0.168 -0.144 0.006 0.031
H 2.0640 0.2552 4.5436 -0.008 0.001 -0.001 0.122
C -5.6407 -1.3835 -4.7384 0.003 0.007 0.045 -0.035
H -2.1308 -1.2901 -2.4307 0.061 -0.035 -0.012 0.115
N -1.0892 3.2303 1.2805 -0.081 0.018 0.015 -0.234
H -1.7527 1.9159 -1.7244 0.010 0.025 0.010 0.027
S 0.4057 3.2348 -0.9349 -0.010 0.076 -0.038 0.575
C 4.7357 3.7547 1.9918 -0.006 -0.019 -0.022 -0.163
H 0.4354 -5.7111 4.4740 0.000 0.003 0.000 0.102
N -2.5008 1.5350 -7.7129 0.018 0.082 0.109 0.124
C 2.0182 -0.6397 -2.3695 -0.025 -0.042 0.113 -0.150
N -2.4944 -3.0302 -3.6044 0.056 -0.178 0.127 -0.140
H -5.2114 1.2520 -6.8443 -0.006 0.001 0.016 0.118
C 2.8868 1.6164 2.1019 -0.068 0.221 -0.020 -0.386
H 2.0476 -5.7865 -1.8752 0.009 -0.014 -0.002 0.102
N -1.1496 1.8193 -7.9062 0.000 -0.058 -0.172 0.121
O -0.2322 2.3587 1.7708 -0.037 0.008 -0.048 -0.284
C 2.8838 -0.2781 4.0564 0.019 0.011 -0.001 -0.161
H -0.3860 -5.9800 -1.4798 0.002 0.006 0.007 0.106
H 4.3015 1.0890 4.9510 -0.002 -0.002 0.001 0.120
N -1.7183 -3.8806 -4.3130 0.054 -0.015 -0.073 0.115
C -4.0901 -0.8504 -0.4060 0.038 -0.017 0.030 -0.193
C 2.9852 1.1264 -1.7374 -0.040 -0.042 0.039 -0.233
C -4.5782 0.1547 -1.2739 -0.051 -0.063 -0.071 -0.062
C -3.1701 -2.8468 1.3070 0.039 0.046 0.008 -0.102
H 0.7140 -0.4690 -5.2660 -0.007 0.026 0.036 0.114
H -2.1639 3.0568 3.0013 -0.011 0.010 0.003 0.130
C -3.0838 4.4744 1.6357 -0.006 -0.006 0.003 -0.069
C -4.5156 -2.8500 0.8907 -0.011 0.012 -0.018 -0.077
H 1.6118 -1.2754 2.6469 -0.025 -0.012 -0.010 0.037
C 2.4745 -0.6140 2.6342 0.003 -0.036 -0.044 -0.266
C 2.2324 -3.9594 -0.7673 0.002 0.053 -0.022 -0.085
H -5.9927 -1.8550 -0.2806 0.006 0.000 0.006 0.109
C -2.5513 0.6193 -6.8112 0.156 -0.144 -0.081 -0.286
C 4.1132 0.6014 3.9888 -0.018 -0.003 -0.011 -0.169
C -0.9106 3.7579 0.0310 0.002 -0.065 -0.028 -0.704
H -3.9119 4.7168 2.2852 0.002 0.001 -0.004 0.102
H 3.2330 1.9884 -1.1389 -0.006 0.007 -0.006 0.087
C -1.2179 -2.8721 5.2818 0.004 0.007 0.009 -0.085
H 4.3265 -1.1197 -4.5806 0.024 0.024 -0.036 0.126
Cd 0.2693 0.6524 0.1524 0.036 0.206 0.493 1.252



111
Properties=species:S:1:pos:R:3:forces:R:3:lowdin_charge:R:1 method="wB97M-V/def2-TZVPD" total_charge=+2 homo_energy_ha=-0.4638 homo_lumo_gap_ha=0.2419
H 0.1387 1.7904 -5.2683 -0.001 -0.012 0.004 0.113
C 4.8577 1.2684 -3.8413 0.025 0.004 0.027 -0.044
H 5.2372 -2.7252 1.3196 0.004 0.003 0.001 0.117
H 2.3101 -3.4869 0.1441 -0.015 0.009 -0.005 0.097
C 0.3680 -0.4408 3.1230 -0.073 -0.087 -0.092 -0.349
C -1.9948 -2.2269 -2.0388 0.021 -0.027 -0.009 -0.098
H -6.7707 -0.8244 1.6240 0.006 0.001 0.004 0.118
C 3.2627 0.3591 2.5249 0.020 0.014 -0.006 -0.094
C -1.4246 2.3033 3.7606 -0.019 -0.009 0.022 -0.381
H -2.5230 -0.4512 1.3402 0.023 -0.003 -0.019 0.072
H 0.4796 -5.7445 2.2977 -0.002 0.002 -0.001 0.125
H 2.0725 -1.9328 -4.5356 -0.006 0.002 0.005 0.118
C -3.1159 0.4854 -3.6384 0.091 -0.179 -0.010 -0.087
N -0.1486 0.5306 2.4763 -0.069 0.067 0.247 0.110
C -3.1957 -2.7520 -2.4871 -0.011 -0.025 0.034 -0.056
H -2.1828 3.9438 4.9490 -0.003 -0.006 -0.004 0.092
C -1.7919 0.9108 -5.6063 -0.023 -0.009 0.013 -0.044
C 3.1355 -3.6317 -1.8124 -0.015 0.019 0.013 -0.052
H 3.7817 -3.5881 -3.8577 0.000 -0.004 0.006 0.119
H 3.9144 -0.1716 4.4927 0.002 -0.010 -0.012 0.121
C -6.0392 0.2033 -0.1101 0.010 -0.005 0.009 -0.048
H 0.8003 -2.3179 4.8200 -0.002 0.003 -0.007 0.128
C 3.2835 1.0032 -1.5651 0.049 -0.012 0.080 -0.344
C 1.2097 -1.7987 -2.5831 -0.026 0.004 -0.015 -0.122
C 0.9121 4.7062 -0.5330 -0.051 -0.003 0.058 -0.022
H -0.9857 5.6134 -1.3070 0.006 0.007 -0.004 0.114
H 0.1514 1.3367 5.4991 -0.003 0.026 0.021 0.130
H 3.2783 3.2455 0.1342 0.033 -0.060 0.012 0.110
H -1.9312 1.5200 4.3391 0.004 0.009 -0.001 0.151
C 0.4327 -1.8826 2.7596 0.047 0.068 -0.027 -0.100
H 5.1402 1.1875 -0.4721 0.004 0.001 -0.010 0.117
H 2.4074 2.8189 1.6002 -0.064 0.008 -0.003 0.076
H -4.5127 -1.2374 2.5470 -0.006 -0.002 -0.002 0.118
C 3.0768 -3.2072 -3.1308 -0.013 0.015 0.006 -0.040
C 3.9348 -0.4327 3.4426 0.006 0.021 -0.012 -0.049
H 1.6242 5.5140 -0.5816 -0.005 0.004 -0.011 0.113
H 0.4793 2.5161 2.7989 -0.006 0.027 0.011 0.131
H -2.1964 -3.1809 1.2085 0.006 -0.003 -0.004 0.110
H 0.0980 -4.2854 0.3860 -0.007 0.010 0.001 0.121
C 4.6696 1.1619 -1.4475 0.007 0.010 -0.047 -0.083
C -5.8940 -0.4876 1.0868 0.009 0.009 -0.009 -0.045
C 0.2641 -3.8359 1.3571 0.004 -0.013 -0.026 -0.122
H -2.3809 1.8304 1.8823 0.003 -0.015 -0.010 0.028
C 1.1499 3.4483 -0.0460 0.135 -0.126 -0.087 -0.383
C -0.9061 1.4221 -3.4349 0.001 0.193 0.058 -0.120
H 3.0245 1.1118 -4.9388 -0.006 -0.003 0.004 0.112
H 4.0652 -1.3147 -0.3115 -0.012 0.009 -0.008 0.098
N -0.0202 2.7231 -0.1080 -0.056 0.287 0.067 -0.154
C 2.7001 0.9898 -2.8233 -0.110 0.017 -0.039 -0.096
C 0.4767 -4.6721 2.4380 0.003 0.001 0.003 -0.029
C 0.6558 -2.7423 3.8390 0.011 -0.030 -0.014 0.012
H -1.6870 0.8914 -6.6828 0.005 0.005 0.002 0.118
C 4.6733 -1.8669 1.6612 -0.015 0.026 0.021 -0.048
H 1.7020 1.6689 4.7083 -0.002 0.026 0.011 0.128
C -2.0752 0.9527 -2.8366 -0.164 0.019 -0.066 -0.360
H 6.5199 1.4114 -2.4875 0.000 -0.001 0.000 0.119
H -3.7722 0.0846 -5.6330 0.000 0.009 -0.006 0.119
C -2.9656 0.4586 -5.0167 0.028 0.004 -0.006 -0.048
P -0.0482 -1.6363 -0.1238 0.010 0.001 0.032 1.001
C 3.4856 1.1226 -3.9598 -0.003 0.001 0.005 -0.057
C -3.5059 -0.2901 0.9120 -0.010 -0.004 0.052 -0.136
C -4.0293 -3.4358 -1.6130 0.009 0.008 -0.032 -0.040
H -3.2867 2.9568 2.8861 0.016 0.021 0.013 0.100
H 5.1665 -2.1643 3.7288 -0.004 -0.002 0.000 0.118
H 5.4709 1.3713 -4.7266 -0.004 0.002 0.000 0.119
H -4.9640 -3.8508 -1.9662 0.001 -0.001 0.003 0.119
H -1.8430 3.5167 2.0300 0.009 -0.028 -0.002 0.085
C 4.6356 -1.5504 3.0135 0.000 -0.001 -0.041 -0.041
P 2.3431 1.0173 -0.0247 0.012 0.205 0.418 1.030
C 4.0063 -1.0739 0.7410 0.011 -0.034 -0.012 -0.101
H -3.4747 -2.6328 -3.5258 0.008 -0.006 -0.003 0.115
C -1.2205 3.5332 4.6448 -0.014 0.021 0.003 -0.048
H -0.6577 3.3256 5.5550 0.009 -0.015 -0.002 0.078
H -0.6909 4.3125 4.0901 -0.003 -0.005 0.002 0.095
C -2.4541 -3.0642 0.1649 -0.047 0.034 0.042 -0.102
Au -0.0576 0.7132 -0.0644 0.070 -0.480 -0.734 0.845
H -4.0292 0.1039 -3.2068 -0.010 -0.004 0.082 0.094
H 1.6324 0.8679 -2.9293 0.007 0.026 0.050 0.056
C 2.1143 -2.2831 -3.5126 0.002 0.000 -0.001 -0.054
C -2.2833 2.6711 2.5662 -0.025 0.036 -0.050 -0.067
H -5.0625 1.2401 -1.6895 0.037 -0.006 -0.057 0.109
C 0.2496 -2.4411 1.4807 -0.041 -0.049 0.014 -0.279
P -2.1936 1.1468 -1.0471 -0.134 -0.051 0.394 1.018
H -1.3677 -1.7090 -2.7478 -0.004 -0.008 0.000 0.082
H 0.4875 -1.0553 -2.8996 0.022 0.007 0.020 0.075
C 0.7133 1.2329 4.5746 0.010 -0.084 -0.008 -0.064
O 0.8778 -0.1802 4.3332 -0.017 0.081 0.051 -0.012
C 5.4495 1.2896 -2.5833 -0.009 -0.001 0.002 -0.044
H -0.1298 1.8556 -2.8144 0.012 0.013 -0.052 0.076
C -3.6401 0.3811 -0.2996 -0.110 0.127 -0.088 -0.352
H -2.9512 3.3755 -1.6057 0.063 0.002 -0.042 0.114
H 3.8903 -4.3417 -1.5009 0.005 0.000 -0.009 0.119
H 2.7299 1.2316 2.8779 0.017 -0.005 -0.047 0.081
C 2.2261 -3.1532 -0.8795 0.015 -0.022 -0.005 -0.101
H -2.9686 3.0759 0.1325 -0.020 0.009 -0.003 0.076
C -0.0635 1.7394 3.3469 0.028 -0.113 -0.053 -0.264
C -1.0067 3.5319 -0.6458 -0.010 -0.261 -0.093 -0.389
C 2.3663 2.7793 0.5093 0.012 0.097 -0.088 -0.218
C -1.6098 -2.3776 -0.7059 0.024 -0.021 -0.007 -0.347
C 0.6804 -4.1173 3.6878 0.005 0.006 0.018 -0.021
C -4.9214 0.6490 -0.7946 -0.014 0.036 0.016 -0.077
H -4.2973 -4.1203 0.4022 -0.002 -0.002 -0.001 0.120
C -0.4602 4.7580 -0.9147 -0.015 0.026 0.075 -0.023
C -0.7642 1.4029 -4.8140 -0.001 -0.009 0.026 -0.053
C -2.3806 2.9516 -0.7782 0.231 0.115 -0.010 -0.216
C -3.6543 -3.5911 -0.2883 0.035 0.017 0.023 -0.049
H 0.8489 -4.7485 4.5498 0.000 0.003 0.000 0.124
C 1.2403 -2.2431 -1.2596 -0.010 0.021 0.003 -0.337
C -4.6294 -0.7222 1.6023 0.018 0.004 -0.020 -0.058
H -7.0255 0.4147 -0.5004 0.001 -0.002 0.000 0.118
C 3.2835 0.0411 1.1679 0.032 0.001 -0.044 -0.347